The following is a quantum chemistry calculation of a gas-phase ion, C10H20NSi (charge +1) at a distorted geometry, from the OMol25 dataset.

Last column: Mulliken charge in e.
Element x y z (Å)
C1 -1.9759 -1.2489 -0.1407  0.01
C2 -2.8234 -0.4234 0.5702  -0.65
C3 -0.7135 -0.8032 -0.4063  -0.15
C4 -0.9691 1.1327 0.4484  -0.38
C5 -2.2877 0.8743 1.0346  -0.40
C6 0.1039 2.9157 1.6633  -0.88
C7 0.5101 0.6127 2.3730  -0.78
C8 1.7015 0.4640 -1.6768  -1.20
C9 0.1985 -1.8741 -3.2004  -1.15
C10 1.8080 -2.4184 -0.5012  -1.06
N1 0.1954 1.5047 1.2308  0.36
Si1 0.7535 -1.1883 -1.5153  0.26
H1 -2.3282 -2.2151 -0.4790  0.49
H2 -3.8772 -0.6275 0.6674  0.44
H3 -3.0048 1.6337 0.6915  0.37
H4 -2.3222 0.9195 2.1264  0.29
H5 -0.7025 3.0324 2.3857  0.39
H6 1.0389 3.2318 2.1229  0.41
H7 -0.1031 3.5492 0.8019  0.35
H8 1.4392 0.9213 2.8485  0.41
H9 -0.2888 0.6527 3.1104  0.37
H10 0.6020 -0.4064 2.0059  0.24
H11 2.2680 0.7164 -0.7817  0.32
H12 2.4304 0.3906 -2.4798  0.41
H13 1.0367 1.2903 -1.9191  0.41
H14 0.7269 -1.3897 -4.0167  0.35
H15 0.3806 -2.9422 -3.2799  0.36
H16 -0.8638 -1.7112 -3.3613  0.35
H17 2.8270 -2.4445 -0.8794  0.35
H18 1.8557 -2.1477 0.5525  0.29
H19 1.4079 -3.4253 -0.5595  0.34
H20 0.9760 1.4237 0.5640  0.07

* net charge: +1
* highest occupied orbital energy (spin up / spin down): -11.36 / -12.55 eV
* Kohn-Sham gap (spin up / spin down): 6.820 / 8.468 eV
* energy relative to the best compared isomer or geometry (same formula, charge and spin): 58.86 kcal/mol



The following is a quantum chemistry calculation of a single C10H20O molecule at a distorted geometry, from the OMol25 dataset.

Last column: Mulliken charge in e.
Element x y z (Å)
O1 1.1187 -2.4789 -1.1952  -0.52
C1 0.7496 -1.3570 -1.6965  -0.54
C2 -3.3932 -0.9026 -0.2476  -1.21
C3 0.8300 0.8587 3.0134  -1.18
C4 2.8416 0.4740 -0.2816  -1.47
C5 -2.6693 -0.9713 -1.5922  -0.46
C6 -1.4735 -0.0723 -1.6159  -1.29
C7 1.6762 1.3405 1.8134  -0.91
C8 0.4120 0.7461 -0.1798  -1.84
C9 -0.2418 -0.4791 -0.8800  1.52
C10 1.6391 0.3738 0.6049  0.80
H1 1.0474 -1.2733 -2.7551  0.41
H2 -2.8814 -0.3281 0.4393  0.36
H3 -4.4012 -0.5882 -0.3337  0.35
H4 -3.3552 -1.9131 0.2068  0.28
H5 1.4432 1.1565 3.9074  0.34
H6 -0.1775 1.2218 3.0240  0.31
H7 0.7261 -0.1930 3.0142  0.35
H8 2.8926 -0.3849 -0.9090  0.40
H9 2.7493 1.3834 -0.9455  0.29
H10 3.7715 0.4485 0.3142  0.39
H11 -3.3744 -0.6318 -2.2930  0.39
H12 -2.4174 -2.0518 -1.7597  0.28
H13 -1.7359 0.9689 -1.2829  0.38
H14 -1.2167 -0.0317 -2.6531  0.48
H15 2.6703 1.3083 2.2199  0.43
H16 1.6308 2.4028 1.4944  0.37
H17 -0.2277 1.1819 0.4879  0.61
H18 0.5981 1.4728 -0.9536  0.39
H19 -0.5657 -1.1590 -0.0222  0.04
H20 1.3343 -0.5219 1.0569  0.24

* SMILES string: CCC[C@@H](C=O)C[C@@H](C)CC
* highest occupied orbital energy: -9.74 eV
* Kohn-Sham gap: 10.552 eV
* energy relative to the best compared isomer or geometry (same formula, charge and spin): 39.18 kcal/mol



The following is a quantum chemistry calculation of a molecular structure, C10H20O5Ru, from the OMol25 dataset.

Last column: Mulliken spin population.
Element x y z (Å)
Ru1 0.0126 0.4194 0.2139  2.74
C1 0.6342 3.0052 1.3108  0.01
C2 -0.5513 2.5023 2.1102  0.01
O1 -0.5383 1.0018 1.9677  0.09
C3 -1.3374 0.0811 2.8247  0.01
C4 -0.8429 -1.2884 2.4260  0.00
O2 -0.8091 -1.3804 0.9209  0.01
C5 -1.7278 -2.3704 0.3007  0.04
C6 -0.9600 -3.1344 -0.7706  0.03
O3 -0.4722 -2.1347 -1.6578  0.64
C7 0.8003 -2.1708 -2.2204  0.04
C8 1.1622 -0.7802 -2.6955  0.01
O4 0.9452 0.2338 -1.6277  0.05
C9 1.1928 1.6128 -2.2019  0.01
C10 1.5845 2.5305 -1.0745  0.01
O5 0.5995 2.2497 0.0059  0.07
H1 1.5992 2.7960 1.7748  0.00
H2 0.5306 4.0675 1.0810  0.00
H3 -1.5122 2.8477 1.7259  0.00
H4 -0.4489 2.7473 3.1691  0.00
H5 -2.3921 0.2667 2.6157  0.01
H6 -1.1061 0.2950 3.8704  0.00
H7 -1.4816 -2.0765 2.8221  0.00
H8 0.1845 -1.4598 2.7479  0.00
H9 -2.5955 -1.8501 -0.1041  0.00
H10 -2.0409 -3.0737 1.0722  0.01
H11 -1.6791 -3.7354 -1.3721  0.07
H12 -0.1559 -3.7846 -0.4180  0.00
H13 0.7518 -2.8661 -3.1025  0.10
H14 1.5216 -2.6760 -1.5562  0.03
H15 0.5655 -0.4748 -3.5567  0.01
H16 2.2246 -0.7552 -2.9452  0.01
H17 0.2674 1.9093 -2.6973  0.00
H18 2.0066 1.5384 -2.9239  0.00
H19 1.4916 3.5783 -1.3680  0.00
H20 2.5769 2.3285 -0.6676  0.00

* net charge: +4
* 2S+1: 5
* highest occupied orbital energy (spin up / spin down): -26.23 / -26.00 eV
* Kohn-Sham gap (spin up / spin down): 10.218 / 7.031 eV



The following is a quantum chemistry calculation of a molecular structure, C10H21AlFK2NO7S2 at a distorted geometry, from the OMol25 dataset.

Last column: Mulliken charge in e.
Element x y z (Å)
C1 -3.4798 -1.9482 -2.3290  -1.15
C2 -1.9708 -1.5804 -2.4236  -0.31
N1 -1.1521 -1.9237 -1.1996  0.53
C3 0.2955 -1.5575 -1.5163  -0.17
S1 -1.2055 -3.7162 -0.9005  -0.06
C4 -1.6435 -1.2997 0.0705  -1.30
C5 -1.5217 0.2479 0.0795  0.01
C6 -1.0789 0.6489 1.5966  -1.27
S2 -2.3448 0.1173 2.8483  -0.11
H1 -3.7209 -2.7272 -1.5948  0.24
H2 -3.7752 -2.3331 -3.3104  0.30
H3 -4.1031 -1.0753 -2.1154  0.43
H4 -1.5472 -2.1714 -3.2500  0.62
H5 -1.8675 -0.5321 -2.7284  0.10
H6 0.8149 -2.3716 -2.0223  -0.07
H7 0.2604 -0.7312 -2.2385  -0.09
H8 0.8085 -1.1741 -0.6318  0.31
H9 -1.5549 -4.2470 -2.1251  0.24
H10 -2.6917 -1.5554 0.2573  0.36
H11 -1.0705 -1.7117 0.9159  0.66
H12 -0.7300 0.6583 -0.6121  0.07
H13 -2.4663 0.7895 -0.1089  0.51
H14 -0.9242 1.7739 1.7351  0.30
H15 -0.1451 0.1081 1.8630  0.53
H16 -2.1930 -1.2467 2.8728  0.17
F1 -2.6914 2.5182 0.6886  -0.77
K1 0.0412 2.5891 0.2329  1.01
O1 -4.9871 -5.0995 -2.1169  -0.61
H17 -4.1350 -4.8713 -1.7309  0.18
C7 0.0964 1.0298 -4.0941  0.87
O2 0.7319 1.6679 -3.2467  -0.50
O3 0.4926 -0.0315 -4.6484  -0.37
O4 -1.0727 1.2980 -4.4774  -0.34
K2 -0.2672 2.8632 4.0816  0.99
Al1 0.7557 -5.0276 -1.8800  0.69
C8 5.7682 2.8606 2.9278  -0.29
C9 5.3064 3.1073 4.3393  -0.29
O5 4.2013 4.0021 4.1473  -0.28
C10 3.7363 3.8199 2.8985  0.65
O6 2.7225 4.3020 2.4817  -0.58
O7 4.5566 3.0347 2.1752  -0.29
H18 6.1755 1.8628 2.7841  0.29
H19 6.5008 3.5952 2.5900  0.28
H20 4.9451 2.1995 4.8283  0.24
H21 6.0718 3.5633 4.9622  0.30

* net charge: +2
* highest occupied orbital energy: -11.48 eV
* Kohn-Sham gap: 1.831 eV



The following is a quantum chemistry calculation of a molecular structure, C10H21ClNO2P2PmSe at a distorted geometry, from the OMol25 dataset.

Last column: Mulliken spin population.
Element x y z (Å)
C1 4.8957 -0.9559 -0.4435  0.00
C2 3.4163 -0.8378 -0.2955  0.00
H1 5.0715 -1.6569 -1.2776  0.00
H2 5.3899 -1.3328 0.4736  0.00
H3 5.3108 0.0344 -0.6919  0.00
O1 2.5235 -1.4270 -0.8836  0.00
Cl1 2.8779 0.3857 1.0291  0.00
Pm1 0.1705 0.2955 0.3601  4.07
P1 -0.7428 -1.9083 1.8550  -0.03
C3 -1.7929 -3.4030 1.6319  0.00
C4 0.8756 -2.7240 2.1437  0.00
H4 0.6804 -3.4306 2.9510  0.00
H5 -1.2193 -2.2947 4.2157  0.00
H6 1.6354 -2.0066 2.4722  0.00
H7 -0.6994 -0.6213 3.9406  0.00
H8 -1.5773 -3.9398 0.7025  0.00
H9 1.2122 -3.2436 1.2329  0.00
C5 -1.3072 -1.4363 3.5415  0.00
H10 -1.6600 -4.1175 2.4607  0.00
H11 -2.3360 -1.0562 3.4859  0.00
H12 -2.8544 -3.1373 1.5716  0.00
P2 -0.5557 2.1970 -1.6828  -0.01
C6 -1.5810 2.2306 -3.2181  0.00
C7 -1.0779 3.8224 -0.9951  0.00
H13 1.8563 2.7267 -1.6937  0.00
H14 0.9471 3.5234 -2.9942  0.00
H15 1.3821 1.7822 -3.1267  0.00
C8 1.0735 2.5877 -2.4465  0.00
H16 -0.4976 4.0756 -0.1034  0.00
H17 -0.9351 4.6098 -1.7469  0.00
H18 -1.4203 3.1573 -3.7970  0.00
H19 -2.6423 2.1630 -2.9547  0.00
H20 -2.1265 3.7366 -0.6764  0.00
H21 -1.3802 1.3815 -3.8816  0.00
C9 -1.1247 -0.9424 -1.1817  0.00
O2 -1.8679 -1.5182 -1.8815  0.01
Se1 -4.8277 1.1672 0.2887  -0.02
C10 -3.1229 1.0797 0.6637  0.01
N1 -1.9698 1.0340 0.9520  -0.02

* net charge: +2
* 2S+1: 5
* highest occupied orbital energy (spin up / spin down): -13.78 / -13.82 eV
* Kohn-Sham gap (spin up / spin down): 5.811 / 6.093 eV



The following is a quantum chemistry calculation of a molecular structure, C10H21ClNO5PS2Si2 at a distorted geometry, from the OMol25 dataset.

Last column: Mulliken charge in e.
Element x y z (Å)
O1 1.1533 0.6601 1.8218  -0.43
C1 2.3964 0.9310 2.2175  0.44
Cl1 2.9023 0.1803 3.8768  -0.17
C2 3.5379 1.7869 1.4281  -0.60
Si1 3.3593 1.8878 -0.4818  0.37
C3 1.5321 2.2776 -1.0861  -0.48
C4 1.0937 1.3583 -2.3989  -0.51
C5 -0.0062 0.2384 -1.8215  -0.30
S1 -1.6589 0.7136 -2.5629  -0.21
C6 -3.1022 -0.0180 -1.5993  -0.04
S2 -4.6505 0.1170 -2.3697  -0.17
N1 -3.0281 -0.6631 -0.2338  0.03
C7 -3.8858 -1.9017 -0.1144  -0.64
C8 -5.3642 -1.6699 0.5522  -0.24
O2 -5.4159 -0.6780 1.6368  -0.37
C9 -4.8342 0.6001 1.1852  -0.35
C10 -3.2382 0.3172 0.8977  -0.45
O3 4.1110 0.5620 -1.3748  -0.33
Si2 3.5899 -1.0112 -0.8041  0.47
P1 5.0523 -2.0999 0.4198  0.21
O4 5.1882 -1.3949 2.0235  -0.45
O5 4.3478 -3.7006 0.7123  -0.49
H1 3.4662 2.9076 1.8337  0.34
H2 4.6134 1.4137 1.7673  0.31
H3 4.1256 3.0971 -0.8861  -0.21
H4 0.7424 2.2164 -0.2257  0.24
H5 1.4918 3.4041 -1.4799  0.34
H6 2.0056 0.8639 -2.9434  0.23
H7 0.5955 2.0957 -3.1932  0.37
H8 0.3597 -0.8596 -2.1147  0.30
H9 -0.0918 0.2432 -0.6543  0.20
H10 -3.2999 -2.6709 0.5795  0.29
H11 -4.0088 -2.4454 -1.1526  0.36
H12 -5.8342 -2.6731 0.9827  0.27
H13 -6.1431 -1.2986 -0.2715  0.21
H14 -5.3662 1.0854 0.2628  0.23
H15 -4.9112 1.3729 2.0745  0.29
H16 -2.7616 -0.1229 1.8998  0.24
H17 -2.7040 1.3214 0.6154  0.28
H18 3.3371 -1.8370 -2.0083  -0.11
H19 2.2804 -0.9656 -0.1042  -0.06
H20 5.6539 -2.0195 2.6535  0.30
H21 3.3691 -3.6222 0.4401  0.30

* highest occupied orbital energy: -8.30 eV
* Kohn-Sham gap: 7.863 eV



The following is a quantum chemistry calculation of a molecular structure, C10H21F3IMoO5P2S at a distorted geometry, from the OMol25 dataset.

Last column: Mulliken spin population.
Element x y z (Å)
C1 -0.0133 -1.8721 -3.9898  0.00
C2 0.1907 -1.3230 -2.5816  0.01
H1 0.1418 -0.9941 -4.8072  0.00
H2 -1.0197 -2.3839 -4.1349  0.00
H3 0.6821 -2.7713 -4.1199  0.00
O1 0.3096 -0.0677 -2.2622  -0.01
I1 0.1197 -3.0030 -1.2651  0.00
Mo1 0.3653 0.2990 0.0777  0.95
P1 2.6696 0.0774 0.0352  -0.09
C3 3.9267 1.3556 0.4775  0.02
C4 3.0784 -1.3648 1.1056  0.04
H4 4.1744 -1.5810 1.0808  0.01
H5 4.4839 -0.5965 -1.5647  0.00
H6 2.4705 -2.2318 0.7780  0.00
H7 2.8612 -1.4989 -1.9231  0.00
H8 3.6943 1.7157 1.4922  0.00
H9 2.7533 -1.0970 2.1356  0.00
C5 3.3661 -0.5100 -1.6805  0.03
H10 4.9579 0.9535 0.4607  0.00
H11 3.0760 0.2824 -2.4302  0.00
H12 3.8399 2.2196 -0.2007  0.00
P2 -2.9475 0.0354 -0.1807  0.00
C6 -4.1854 1.2260 0.1948  0.00
C7 -3.1523 -0.5519 -1.9074  0.00
H13 -2.2748 -2.1501 0.5802  0.00
H14 -4.0460 -1.8812 0.8510  0.00
H15 -2.7999 -1.0513 1.9457  0.00
C8 -3.0264 -1.4112 0.9252  0.00
H16 -2.8711 -1.6290 -1.9718  0.00
H17 -4.2205 -0.4296 -2.2010  0.00
H18 -5.1947 0.8878 0.0123  0.00
H19 -3.9795 2.1042 -0.4135  0.00
H20 -2.5099 0.0781 -2.5641  0.00
H21 -4.0508 1.5196 1.2358  0.00
C9 0.8514 2.2315 0.2944  -0.02
O2 1.2377 3.3543 0.4277  0.05
F1 -0.4093 3.1300 4.9023  0.03
C10 0.2013 2.0710 4.2609  0.18
F2 1.4930 2.4293 3.9399  0.02
F3 0.2207 0.9543 5.0215  0.04
S1 -0.7616 1.3839 2.6135  0.22
O3 -2.2347 1.1723 2.9178  0.38
O4 0.1311 0.1313 2.4486  0.12
O5 -1.5994 0.7870 -0.0166  0.04

* net charge: +3
* 2S+1: 3
* highest occupied orbital energy (spin up / spin down): -20.14 / -20.30 eV
* Kohn-Sham gap (spin up / spin down): 7.289 / 6.811 eV



The following is a quantum chemistry calculation of a molecular structure, C10H21INO2P2PmS at a distorted geometry, from the OMol25 dataset.

Last column: Mulliken spin population.
Element x y z (Å)
C1 -3.5833 -3.7952 -3.0862  0.00
C2 -3.5939 -3.4011 -1.7291  0.00
H1 -4.4066 -4.5244 -3.2997  0.00
H2 -2.5901 -4.2343 -3.2876  0.00
H3 -3.6885 -2.8769 -3.6907  0.00
O1 -3.7296 -3.1744 -0.5910  0.00
I1 -0.9927 -1.4648 -2.2426  -0.02
Pm1 0.3923 0.2219 -0.3134  4.09
P1 -1.1332 2.6218 -0.2094  -0.02
C3 -1.8651 3.6925 1.0794  0.00
C4 -0.3093 3.9239 -1.2350  0.00
H4 -1.0372 4.7094 -1.4900  0.00
H5 -3.0998 3.1809 -1.4741  0.00
H6 0.1166 3.5018 -2.1564  0.00
H7 -2.4392 1.5888 -2.0216  0.00
H8 -1.0475 4.1645 1.6409  0.00
H9 0.5070 4.3576 -0.6409  0.00
C5 -2.6518 2.2301 -1.1569  0.00
H10 -2.4958 4.4658 0.6168  0.00
H11 -3.3487 1.7000 -0.4932  0.00
H12 -2.4705 3.0775 1.7587  0.00
P2 2.2024 -1.5219 1.0207  -0.02
C6 2.6531 -1.9248 2.7464  0.00
C7 1.7159 -3.1940 0.4506  0.00
H13 3.8736 -1.1608 -0.7693  0.00
H14 4.5162 -2.1866 0.5604  0.00
H15 4.3464 -0.4110 0.7785  0.00
C8 3.9019 -1.3053 0.3202  0.00
H16 1.4128 -3.1934 -0.6041  0.00
H17 2.5718 -3.8623 0.6126  0.00
H18 3.3361 -2.7867 2.7686  0.00
H19 1.7414 -2.1594 3.3121  0.00
H20 0.8652 -3.5344 1.0569  0.00
H21 3.1448 -1.0476 3.1884  0.00
C9 -0.3180 0.3443 2.0211  -0.01
O2 -0.3493 0.6510 3.1353  0.01
S1 3.2200 3.2399 2.2020  -0.02
C10 2.5701 2.3770 1.0487  0.00
N1 2.0628 1.7106 0.1729  -0.01

* net charge: +2
* 2S+1: 5
* highest occupied orbital energy (spin up / spin down): -13.84 / -13.87 eV
* Kohn-Sham gap (spin up / spin down): 6.246 / 6.295 eV
* energy relative to the best compared isomer or geometry (same formula, charge and spin): 10.82 kcal/mol



Please write out number 8 again, unchanged.
The following is a quantum chemistry calculation of a molecular structure, C10H21INO2P2PmS at a distorted geometry, from the OMol25 dataset.

Last column: Mulliken spin population.
Element x y z (Å)
C1 -3.5833 -3.7952 -3.0862  0.00
C2 -3.5939 -3.4011 -1.7291  0.00
H1 -4.4066 -4.5244 -3.2997  0.00
H2 -2.5901 -4.2343 -3.2876  0.00
H3 -3.6885 -2.8769 -3.6907  0.00
O1 -3.7296 -3.1744 -0.5910  0.00
I1 -0.9927 -1.4648 -2.2426  -0.02
Pm1 0.3923 0.2219 -0.3134  4.09
P1 -1.1332 2.6218 -0.2094  -0.02
C3 -1.8651 3.6925 1.0794  0.00
C4 -0.3093 3.9239 -1.2350  0.00
H4 -1.0372 4.7094 -1.4900  0.00
H5 -3.0998 3.1809 -1.4741  0.00
H6 0.1166 3.5018 -2.1564  0.00
H7 -2.4392 1.5888 -2.0216  0.00
H8 -1.0475 4.1645 1.6409  0.00
H9 0.5070 4.3576 -0.6409  0.00
C5 -2.6518 2.2301 -1.1569  0.00
H10 -2.4958 4.4658 0.6168  0.00
H11 -3.3487 1.7000 -0.4932  0.00
H12 -2.4705 3.0775 1.7587  0.00
P2 2.2024 -1.5219 1.0207  -0.02
C6 2.6531 -1.9248 2.7464  0.00
C7 1.7159 -3.1940 0.4506  0.00
H13 3.8736 -1.1608 -0.7693  0.00
H14 4.5162 -2.1866 0.5604  0.00
H15 4.3464 -0.4110 0.7785  0.00
C8 3.9019 -1.3053 0.3202  0.00
H16 1.4128 -3.1934 -0.6041  0.00
H17 2.5718 -3.8623 0.6126  0.00
H18 3.3361 -2.7867 2.7686  0.00
H19 1.7414 -2.1594 3.3121  0.00
H20 0.8652 -3.5344 1.0569  0.00
H21 3.1448 -1.0476 3.1884  0.00
C9 -0.3180 0.3443 2.0211  -0.01
O2 -0.3493 0.6510 3.1353  0.01
S1 3.2200 3.2399 2.2020  -0.02
C10 2.5701 2.3770 1.0487  0.00
N1 2.0628 1.7106 0.1729  -0.01

* net charge: +2
* 2S+1: 5
* highest occupied orbital energy (spin up / spin down): -13.84 / -13.87 eV
* Kohn-Sham gap (spin up / spin down): 6.246 / 6.295 eV
* energy relative to the best compared isomer or geometry (same formula, charge and spin): 10.82 kcal/mol